(1)
{"formula": "C18H39ClNO10S", "method": "ωB97M-V with the def2-TZVPD basis set", "homo_energy_ev": -2.95, "orbital_gap_ev": 4.98, "total_charge": -1, "lumo_ev": 2.03, "elements": ["O", "C", "Cl", "C", "N", "C", "C", "C", "C", "S", "O", "O", "O", "H", "H", "H", "H", "H", "H", "H", "H", "H", "H", "H", "C", "O", "C", "C", "O", "C", "C", "O", "C", "H", "H", "H", "H", "H", "H", "H", "H", "H", "H", "H", "H", "H", "H", "C", "O", "C", "C", "O", "C", "C", "O", "C", "H", "H", "H", "H", "H", "H", "H", "H", "H", "H", "H", "H", "H", "H"], "xyz": [[-8.31136, -3.93790, -3.03805], [-7.35433, -4.44842, -3.55540], [-7.07762, -6.22735, -3.30975], [-6.23696, -3.78469, -4.33882], [-5.11079, -3.63782, -3.49428], [-4.86720, -2.26018, -3.16378], [-3.38416, -1.91619, -2.92121], [-2.49960, -1.74249, -4.17841], [-2.94059, -2.55961, -5.39847], [-2.02051, -4.10813, -5.42155], [-0.99553, -3.94971, -6.43662], [-1.59270, -4.52894, -4.11662], [-3.06472, -5.16739, -5.98732], [-6.07610, -4.43538, -5.24091], [-6.69155, -2.83660, -4.68781], [-5.25471, -1.57690, -3.95425], [-5.38919, -1.93855, -2.23548], [-2.95645, -2.64512, -2.22334], [-3.39143, -0.95373, -2.38667], [-2.41879, -0.67747, -4.42680], [-1.47211, -2.07004, -3.96984], [-2.60404, -2.10281, -6.33750], [-4.01741, -2.69871, -5.46163], [-3.96357, -4.80222, -5.95730], [-1.25831, 0.11748, 0.66262], [-0.25337, 0.54992, -0.22648], [0.56872, 1.58427, 0.26600], [1.98865, 1.43433, -0.23245], [2.71934, 0.36871, 0.35053], [2.36140, -0.96518, 0.01893], [2.71452, -1.39598, -1.38653], [1.87526, -0.78668, -2.34640], [2.52517, -0.43434, -3.54403], [-2.07900, 0.84134, 0.71893], [-1.64590, -0.82259, 0.27459], [-0.85847, -0.05312, 1.66924], [0.56679, 1.59677, 1.36337], [0.18646, 2.55249, -0.08823], [2.52882, 2.33624, 0.06970], [2.01051, 1.38631, -1.32313], [1.30846, -1.16105, 0.22631], [2.95603, -1.58371, 0.69626], [2.58604, -2.48529, -1.44193], [3.76810, -1.16488, -1.58496], [3.44317, 0.13345, -3.34820], [1.84017, 0.19334, -4.11138], [2.76949, -1.31706, -4.14508], [2.09000, 4.12798, 8.10002], [2.05132, 3.33090, 6.94122], [1.09584, 3.75192, 5.98403], [1.58674, 3.54960, 4.56892], [2.60003, 4.44854, 4.15578], [3.91249, 4.27417, 4.66000], [4.66080, 3.10085, 4.06790], [4.16513, 1.86650, 4.54624], [4.08286, 0.86357, 3.55344], [1.21625, 3.95541, 8.73944], [2.98733, 3.85547, 8.65363], [2.14261, 5.19398, 7.85076], [0.84556, 4.80908, 6.13000], [0.17856, 3.16123, 6.11190], [0.74122, 3.76894, 3.91198], [1.87488, 2.50970, 4.40146], [3.92757, 4.23394, 5.75137], [4.44620, 5.17623, 4.34987], [5.71894, 3.19474, 4.35043], [4.59415, 3.15132, 2.97527], [3.57233, 1.22595, 2.65650], [3.50313, 0.04030, 3.96792], [5.07543, 0.49128, 3.27602]], "lowdin_charge": [-0.006, -0.761, 0.521, -0.411, -0.120, -0.369, -0.204, -0.221, -0.233, 0.600, -0.328, -0.285, -0.162, 0.074, 0.100, 0.093, 0.090, 0.103, 0.090, 0.105, 0.094, 0.096, 0.075, 0.064, -0.104, -0.194, -0.207, -0.184, -0.142, -0.178, -0.202, -0.192, -0.114, 0.088, 0.090, 0.085, 0.118, 0.128, 0.124, 0.120, 0.121, 0.127, 0.131, 0.123, 0.084, 0.088, 0.091, -0.119, -0.194, -0.203, -0.186, -0.122, -0.187, -0.207, -0.196, -0.101, 0.087, 0.087, 0.086, 0.124, 0.128, 0.128, 0.119, 0.119, 0.126, 0.126, 0.125, 0.072, 0.091, 0.090]}

---

(2)
{"formula": "C18H39ClO21PS5", "method": "ωB97M-V with the def2-TZVPD basis set", "homo_energy_ev": -10.61, "orbital_gap_ev": 5.88, "total_charge": 1, "lumo_ev": -4.74, "elements": ["C", "C", "C", "C", "C", "C", "C", "C", "P", "O", "Cl", "H", "H", "H", "H", "H", "H", "H", "H", "H", "H", "H", "H", "H", "H", "H", "H", "H", "H", "H", "C", "C", "O", "S", "O", "O", "O", "H", "H", "H", "H", "C", "C", "O", "S", "O", "O", "O", "H", "H", "H", "H", "C", "C", "O", "S", "O", "O", "O", "H", "H", "H", "H", "C", "C", "O", "S", "O", "O", "O", "H", "H", "H", "H", "C", "C", "O", "S", "O", "O", "O", "H", "H", "H", "H"], "xyz": [[5.01888, 0.71294, 2.63068], [3.48648, 0.94221, 2.07685], [3.11196, 2.54428, 2.07638], [1.62587, 2.83569, 2.72209], [0.53573, 3.33231, 1.58556], [-0.57880, 2.20816, 1.22626], [-1.95320, 2.30400, 2.08634], [-2.21284, 0.86233, 2.79279], [-3.93783, 0.13082, 2.52207], [-5.22167, 0.99553, 3.25847], [-4.46140, -0.18666, 0.50424], [5.03437, 0.27815, 3.70453], [5.61273, 1.71453, 2.66660], [5.62101, -0.03207, 1.95497], [2.72765, 0.30416, 2.67665], [3.46325, 0.57348, 0.97500], [3.89226, 3.06937, 2.78069], [3.25402, 3.00066, 1.02389], [1.18907, 1.92582, 3.28579], [1.77822, 3.76865, 3.42082], [0.08796, 4.38264, 1.83555], [1.17132, 3.48539, 0.61061], [-0.87752, 2.37764, 0.10423], [-0.05771, 1.17685, 1.26556], [-2.82498, 2.67873, 1.41854], [-1.84523, 3.10643, 2.94538], [-2.09227, 1.02861, 3.95104], [-1.42785, 0.04216, 2.49573], [-3.93193, -1.18844, 3.14812], [-5.01921, 1.26042, 4.19473], [-5.46866, -2.35674, -3.00769], [-4.18939, -2.27517, -2.18319], [-3.67042, -3.60229, -2.16878], [-4.05601, -4.33743, -3.56952], [-2.92521, -4.23575, -4.45438], [-4.70781, -5.58239, -3.26379], [-5.18146, -3.27108, -4.06397], [-6.29334, -2.76696, -2.41678], [-5.76101, -1.38573, -3.41313], [-4.37089, -1.92181, -1.16594], [-3.44971, -1.62850, -2.66621], [-3.70834, 7.64756, 4.56571], [-4.27077, 6.63951, 3.57219], [-3.14265, 6.18376, 2.82669], [-1.83117, 6.19570, 3.78977], [-1.63699, 4.86194, 4.30098], [-0.79366, 6.93972, 3.13460], [-2.45243, 7.11050, 4.98094], [-3.52389, 8.61349, 4.08625], [-4.36546, 7.78950, 5.42599], [-5.01795, 7.08006, 2.91009], [-4.70540, 5.77749, 4.08815], [3.91746, -5.03589, 1.92230], [4.96336, -3.95686, 1.67643], [4.23757, -2.72750, 1.68398], [2.98435, -2.85971, 2.71215], [3.37053, -2.27729, 3.96860], [1.78344, -2.48819, 2.01466], [3.01059, -4.47634, 2.87368], [3.35843, -5.25838, 1.00922], [4.35784, -5.95617, 2.31113], [5.48460, -4.09132, 0.72728], [5.69401, -3.92267, 2.49074], [5.33918, -2.76845, -3.23183], [3.85956, -2.55228, -2.94084], [3.26478, -3.84345, -3.05996], [4.34430, -4.96859, -2.59732], [4.07410, -5.31456, -1.22743], [4.45684, -5.94632, -3.64130], [5.66519, -4.02059, -2.62905], [5.52196, -2.85039, -4.30745], [5.96164, -1.97255, -2.81795], [3.39704, -1.84940, -3.63570], [3.70627, -2.20311, -1.91465], [-0.84498, -0.17002, -6.74412], [-2.32645, 0.03724, -6.45067], [-2.91477, -1.25687, -6.57088], [-1.82847, -2.37829, -6.11017], [-2.09793, -2.73108, -4.74036], [-1.71157, -3.35360, -7.15630], [-0.51015, -1.42013, -6.14374], [-0.66374, -0.24935, -7.82029], [-0.22652, 0.62912, -6.33022], [-2.79365, 0.73840, -7.14422], [-2.48049, 0.38436, -5.42383]], "lowdin_charge": [-0.132, -0.239, -0.199, -0.183, -0.193, -0.205, -0.215, -0.306, 0.699, -0.260, 0.417, 0.076, 0.072, 0.073, 0.085, 0.101, 0.106, 0.106, 0.101, 0.114, 0.105, 0.108, 0.118, 0.111, 0.116, 0.099, 0.131, 0.122, 0.065, 0.107, -0.171, -0.210, -0.178, 0.704, -0.273, -0.224, -0.176, 0.134, 0.136, 0.029, 0.125, -0.163, -0.173, -0.201, 0.656, -0.262, -0.215, -0.182, 0.138, 0.141, 0.140, 0.129, -0.165, -0.167, -0.208, 0.637, -0.236, -0.255, -0.187, 0.110, 0.143, 0.126, 0.136, -0.170, -0.172, -0.185, 0.674, -0.239, -0.210, -0.192, 0.136, 0.137, 0.137, 0.129, -0.177, -0.179, -0.188, 0.708, -0.287, -0.196, -0.196, 0.135, 0.134, 0.137, 0.125]}

---

(3)
{"formula": "C18H39CoN17O3P2S2", "method": "ωB97M-V with the def2-TZVPD basis set", "homo_energy_ev": [-7.46, -7.45], "s_squared": 0.7573, "orbital_gap_ev": [7.79, 7.78], "spin_multiplicity": 2, "total_charge": 0, "lumo_ev": [0.33, 0.33], "elements": ["Co", "N", "C", "N", "N", "N", "N", "C", "N", "N", "N", "N", "H", "C", "N", "C", "P", "O", "O", "P", "O", "N", "C", "C", "N", "C", "C", "N", "C", "C", "H", "H", "H", "H", "H", "H", "H", "H", "H", "H", "H", "H", "H", "H", "H", "H", "H", "H", "H", "H", "H", "H", "H", "H", "C", "N", "C", "N", "S", "H", "H", "H", "H", "H", "H", "C", "C", "C", "C", "N", "C", "S", "N", "C", "H", "H", "H", "H", "H", "H", "H", "H"], "xyz": [[0.11377, -0.70266, 0.55468], [1.40887, 1.54459, 2.64715], [0.22620, 0.96585, 2.99042], [-0.57294, 1.41690, 3.95055], [-1.57563, 0.55502, 3.99165], [-1.42108, -0.36938, 3.12050], [-0.28324, -0.15935, 2.44265], [2.19665, 1.08153, 1.64221], [3.29868, 1.68336, 1.19832], [3.77500, 0.88432, 0.26584], [3.02235, -0.15028, 0.13359], [1.99622, -0.07878, 0.98910], [1.63442, 2.43267, 3.06378], [-2.66426, 2.67865, 1.28124], [-2.64283, 2.27648, -0.10857], [-3.91712, 1.90437, -0.67207], [-1.14601, 2.08465, -0.78931], [-0.09614, 1.50696, 0.05561], [-1.43000, 1.23485, -2.12941], [-0.43603, 0.03310, -2.66929], [0.10242, -0.86950, -1.64673], [0.80393, 0.75301, -3.51251], [2.02422, 1.05705, -2.78504], [0.50603, 1.71209, -4.55440], [-1.47663, -0.68198, -3.73241], [-1.38034, -2.10389, -3.95566], [-2.56178, -0.02594, -4.42013], [-0.63591, 3.54675, -1.44660], [-1.64648, 4.30485, -2.15534], [0.27533, 4.35814, -0.66551], [-3.11906, 1.90721, 1.90637], [-3.22678, 3.60851, 1.40410], [-1.64168, 2.83368, 1.62028], [-4.41618, 1.17852, -0.02400], [-3.76514, 1.44136, -1.64314], [-4.55181, 2.79179, -0.77635], [2.20253, 0.28341, -2.04173], [1.98079, 2.02388, -2.27566], [2.86132, 1.07074, -3.48456], [-0.38666, 1.39734, -5.08859], [1.34662, 1.73342, -5.25166], [0.35378, 2.72060, -4.15473], [-0.61751, -2.50654, -3.29452], [-1.11191, -2.32203, -4.99360], [-2.33355, -2.58939, -3.73142], [-2.56943, 1.02877, -4.16319], [-3.52343, -0.46084, -4.12657], [-2.44842, -0.13487, -5.50456], [-2.32639, 3.61095, -2.64797], [-1.16080, 4.93082, -2.90825], [-2.22811, 4.95029, -1.48727], [0.93983, 3.69267, -0.11747], [-0.24796, 5.00698, 0.04568], [0.86557, 4.98229, -1.34113], [2.80572, -5.30931, -1.74147], [1.85419, -4.75400, -0.80991], [1.86183, -3.48759, -0.35120], [2.75431, -2.62210, -0.78557], [0.67878, -3.13769, 0.80666], [2.53066, -6.34236, -1.93769], [3.82469, -5.28624, -1.34264], [2.78816, -4.76571, -2.68934], [1.20046, -5.37071, -0.35831], [3.42122, -2.89916, -1.48587], [2.84595, -1.63431, -0.41726], [-1.71094, -4.23633, 3.59598], [-2.71539, -3.72338, 2.62819], [-3.96636, -4.25560, 2.40737], [-4.79273, -3.61084, 1.46067], [-4.36209, -2.61925, 0.71788], [-3.12010, -2.15601, 0.88588], [-2.46373, -0.99525, -0.11524], [-2.34641, -2.66460, 1.89921], [-6.20761, -4.03325, 1.24074], [-2.07404, -5.11831, 4.11553], [-1.46688, -3.45903, 4.31852], [-0.79395, -4.47337, 3.05389], [-4.31369, -5.11286, 2.95841], [-1.50336, -2.13261, 2.14028], [-6.50188, -4.82602, 1.92455], [-6.32965, -4.37041, 0.21234], [-6.86253, -3.17364, 1.37343]], "lowdin_charge": [0.268, 0.153, -0.454, 0.033, -0.084, -0.080, -0.034, -0.448, 0.042, -0.057, -0.114, -0.013, 0.149, -0.089, -0.309, -0.137, 0.483, -0.271, -0.304, 0.515, -0.333, -0.284, -0.097, -0.096, -0.296, -0.092, -0.107, -0.299, -0.115, -0.104, 0.083, 0.089, 0.070, 0.068, 0.062, 0.087, 0.046, 0.085, 0.091, 0.067, 0.090, 0.082, 0.075, 0.086, 0.091, 0.067, 0.093, 0.089, 0.071, 0.087, 0.088, 0.070, 0.087, 0.088, -0.086, -0.080, -0.850, 0.140, 0.704, 0.086, 0.089, 0.085, 0.103, 0.098, 0.026, -0.001, -0.260, 0.033, -0.313, 0.105, -0.743, 0.816, 0.082, -0.024, 0.086, 0.099, 0.060, 0.113, 0.046, 0.075, 0.087, 0.088]}

---

One value per record, in order, for F_max: 1.402 10.258 1.728 eV/Å.